(1)
Here is C31H40N2O3P2SSr as an isolated structure in a non-equilibrium geometry from the Open Molecules 2025 dataset. Energies are from the ωB97M-V functional and the def2-TZVPD basis.

Geometry (Å):
Sr 0.129 -1.153 0.600
C -5.173 -0.547 -1.580
C -4.173 -0.836 -0.439
C -4.055 0.213 0.646
P -2.557 -1.291 -1.156
C -3.033 -3.045 -1.669
C -2.006 -3.958 -0.945
C -3.067 -3.385 -3.148
C -2.163 -0.077 -2.534
C -2.823 -0.042 -3.800
C -2.257 0.762 -4.810
C -1.247 1.682 -4.566
C -0.806 1.843 -3.263
C -1.139 0.888 -2.278
N -0.315 0.561 -1.205
C 0.387 1.556 -0.564
C -0.294 2.664 0.082
C 0.321 3.895 0.233
C 1.736 3.869 0.173
C 2.447 2.665 0.111
C 1.850 1.538 -0.450
P 2.858 0.097 -0.959
C 4.277 0.058 0.267
C 5.294 -0.975 -0.248
C 3.810 -0.397 1.620
C 3.848 0.888 -2.312
C 3.053 0.857 -3.669
C 4.477 2.302 -2.249
H -6.229 -0.558 -1.197
H -5.135 -1.315 -2.430
H -4.929 0.476 -1.969
H -4.448 -1.773 0.097
H -3.915 1.204 0.219
H -3.391 -0.040 1.475
H -5.039 0.349 1.137
H -4.026 -3.325 -1.283
H -1.006 -3.805 -1.369
H -2.223 -5.019 -1.028
H -2.018 -3.719 0.142
H -2.070 -3.227 -3.674
H -3.791 -2.716 -3.549
H -3.446 -4.409 -3.301
H -3.666 -0.692 -3.990
H -2.653 0.696 -5.826
H -0.868 2.300 -5.409
H -0.014 2.547 -2.948
H -1.311 2.453 0.367
H -0.147 4.916 0.483
H 2.337 4.784 0.100
H 3.481 2.569 0.446
H 4.805 1.033 0.343
H 4.737 -1.909 -0.407
H 6.042 -1.073 0.545
H 5.745 -0.718 -1.226
H 3.231 0.392 2.168
H 4.657 -0.704 2.223
H 3.029 -1.227 1.620
H 4.712 0.211 -2.510
H 2.181 1.530 -3.623
H 2.633 -0.137 -3.759
H 3.739 1.048 -4.520
H 3.730 3.089 -2.265
H 5.089 2.319 -3.182
H 5.151 2.428 -1.403
O -0.412 -2.241 2.786
C -0.268 -1.120 3.394
N -0.069 0.089 2.792
S -0.039 1.260 4.059
O -1.201 2.029 3.809
O 1.285 1.844 4.031
C -0.268 0.230 5.466
C -0.293 0.432 6.846
C -0.247 -0.743 7.644
C -0.400 -1.999 7.121
C -0.575 -2.191 5.733
C -0.447 -1.023 4.913
H -0.395 1.448 7.250
H -0.089 -0.562 8.687
H -0.194 -2.872 7.714
H -0.737 -3.190 5.368

Molecular weight in g/mol: 670.3
Frontier orbital gap in eV: 6.55
Total energy in a.u.: -2652.08038
HOMO level in hartree: -0.2413

---

(2)
Here is C31H40N6NiOPS2 as an isolated structure in a non-equilibrium geometry from the Open Molecules 2025 dataset. Energies are from the ωB97M-V functional and the def2-TZVPD basis.

Geometry (Å):
Ni 0.307 0.512 0.129
C -3.888 1.552 0.460
C -2.541 1.251 -0.139
N -1.669 0.539 0.517
N -2.108 -0.155 1.618
C -1.229 -0.758 2.337
S 0.487 -0.523 2.285
S -1.782 -1.953 3.511
C -3.386 -2.493 2.785
C -3.188 -3.454 1.649
C -2.929 -2.994 0.358
C -2.749 -3.891 -0.686
C -2.804 -5.260 -0.455
C -3.055 -5.724 0.827
C -3.252 -4.828 1.868
C -2.237 1.734 -1.468
C -3.044 2.720 -2.062
C -2.875 3.112 -3.367
C -1.885 2.497 -4.140
C -1.070 1.537 -3.596
C -1.185 1.139 -2.242
O -0.358 0.261 -1.758
H -4.685 1.368 -0.258
H -3.930 2.607 0.743
H -4.049 0.942 1.343
H -3.896 -1.586 2.475
H -3.913 -2.955 3.618
H -2.896 -1.929 0.161
H -2.600 -3.519 -1.694
H -2.679 -5.958 -1.273
H -3.115 -6.789 1.015
H -3.459 -5.201 2.863
H -3.816 3.198 -1.473
H -3.508 3.879 -3.791
H -1.759 2.786 -5.176
H -0.294 1.065 -4.187
C 3.474 -3.596 -0.141
N 2.119 -3.642 -0.848
C 2.374 -3.515 -2.351
N 3.108 -2.338 -2.644
C 4.381 -2.325 -1.929
N 4.193 -2.420 -0.483
C 3.601 -1.198 0.075
P 1.921 -0.839 -0.635
C 1.232 -2.551 -0.350
C 2.336 -1.109 -2.425
H 4.026 -4.484 -0.455
H 3.285 -3.636 0.931
H 1.672 -4.541 -0.660
H 1.408 -3.503 -2.853
H 2.938 -4.402 -2.646
H 4.898 -1.395 -2.155
H 4.992 -3.165 -2.265
H 4.264 -0.355 -0.128
H 3.518 -1.292 1.160
H 0.264 -2.619 -0.846
H 1.070 -2.682 0.721
H 2.902 -0.254 -2.798
H 1.400 -1.144 -2.982
C 0.281 5.075 2.919
N 0.154 3.611 3.112
C -1.054 3.079 2.429
C 1.422 2.869 2.707
C 1.818 3.077 1.270
C 2.802 4.041 1.020
C 3.207 4.332 -0.267
C 2.583 3.687 -1.324
C 1.600 2.738 -1.075
C 1.213 2.353 0.223
H -0.642 5.571 3.209
H 0.485 5.268 1.869
H 1.103 5.458 3.520
H 0.035 3.433 4.107
H -0.903 3.135 1.355
H -1.927 3.657 2.727
H -1.191 2.035 2.705
H 1.230 1.818 2.903
H 2.208 3.227 3.373
H 3.265 4.562 1.853
H 3.986 5.062 -0.446
H 2.868 3.911 -2.345
H 1.121 2.275 -1.932

Molecular weight in g/mol: 666.5
Charge: +1
Frontier orbital gap (spin up / spin down) in eV: 6.95 / 7.09
2S+1: 3
Total energy in a.u.: -4254.83540
HOMO level (spin up / spin down) in hartree: -0.3405 / -0.3463

---

(3)
Here is C31H41AsBr4N6O5W as an isolated structure from the Open Molecules 2025 dataset. Energies are from the ωB97M-V functional and the def2-TZVPD basis.

Geometry (Å):
W 0.242 -0.730 1.066
N -2.294 -0.130 -5.501
C -2.413 0.429 -4.078
C -1.883 -0.604 -3.100
C -0.384 -0.900 -3.281
N 0.175 -1.294 -1.989
C 0.380 0.304 -3.853
C -0.219 1.666 -3.508
N -0.168 1.890 -2.062
C -1.688 1.768 -3.975
H -2.796 -1.017 -5.588
H -1.315 -0.298 -5.749
H -2.680 0.523 -6.185
H -3.485 0.571 -3.952
H -2.468 -1.527 -3.162
H -2.043 -0.202 -2.097
H -0.281 -1.726 -4.000
H 1.183 -1.402 -2.064
H -0.186 -2.196 -1.691
H 0.455 0.231 -4.945
H 1.422 0.263 -3.527
H 0.356 2.415 -4.063
H -0.250 2.883 -1.872
H 0.720 1.578 -1.679
H -1.779 2.332 -4.908
H -2.234 2.346 -3.227
C 0.338 -4.539 0.718
C 1.623 -3.792 0.610
C 2.804 -4.570 0.561
C 4.019 -4.022 0.292
C 4.102 -2.640 0.037
C 5.280 -1.941 -0.336
Br 6.914 -2.864 -0.486
C 5.246 -0.602 -0.608
C 4.039 0.106 -0.487
Br 3.968 1.934 -0.934
C 2.896 -0.525 -0.071
O 1.718 0.098 0.065
C 2.908 -1.913 0.162
N 1.682 -2.465 0.464
H 0.538 -5.564 1.020
H -0.134 -4.563 -0.265
H -0.359 -4.093 1.413
H 2.710 -5.633 0.730
H 4.911 -4.633 0.252
H 6.141 -0.080 -0.914
Br -2.967 -4.501 -0.474
C -3.375 -2.748 0.067
C -4.730 -2.372 0.145
C -5.098 -1.097 0.468
Br -6.925 -0.651 0.569
C -4.107 -0.104 0.683
C -4.349 1.272 0.845
C -3.283 2.133 0.888
C -1.984 1.636 0.841
N -1.704 0.341 0.757
C -2.761 -0.515 0.631
C -2.383 -1.852 0.390
O -1.073 -2.092 0.394
H -5.484 -3.120 -0.059
H -5.366 1.634 0.903
H -3.430 3.200 0.979
H -1.149 2.315 0.875
C -1.472 1.976 4.055
C 0.044 1.850 4.060
As 0.929 1.576 2.341
C 0.929 3.253 1.297
C 0.179 4.424 1.923
C 2.822 1.481 2.800
C 3.257 2.628 3.708
H -1.825 2.080 5.082
H -1.944 1.089 3.636
H -1.814 2.855 3.508
H 0.359 0.983 4.645
H 0.514 2.726 4.508
H 0.574 3.016 0.293
H 1.986 3.499 1.189
H -0.886 4.221 2.049
H 0.273 5.316 1.303
H 0.580 4.666 2.907
H 3.347 1.519 1.846
H 3.011 0.514 3.259
H 2.993 3.604 3.295
H 4.339 2.615 3.832
H 2.816 2.545 4.700
O 0.328 -2.959 3.207
N 0.333 -1.818 2.801
O -0.697 -0.953 2.917
O 1.477 -1.058 2.702

Molecular weight in g/mol: 1156.1
Charge: +2
Frontier orbital gap in eV: 6.90
Total energy in a.u.: -14509.00799
HOMO level in hartree: -0.4704

---

(4)
Here is a 7-piece molecular cluster, C31H41ClO20 overall in a non-equilibrium geometry from the Open Molecules 2025 dataset. Energies are from the ωB97M-V functional and the def2-TZVPD basis.

Geometry (Å):
C 1.750 -3.367 -2.177
C 1.241 -2.003 -1.650
C 1.807 -1.694 -0.262
C 1.834 -0.206 0.163
C 1.174 0.739 -0.785
C 1.800 1.678 -1.524
C 3.268 1.952 -1.547
C 4.050 1.213 -2.624
C 3.417 1.281 -4.004
Cl 4.397 -0.497 -2.218
C 0.965 2.590 -2.358
O 1.433 3.621 -2.829
C -0.440 2.220 -2.619
C -1.064 1.289 -1.888
C -0.312 0.595 -0.821
O -0.883 -0.118 0.009
H 0.936 -4.065 -2.323
H 2.206 -3.228 -3.153
H 2.518 -3.787 -1.539
H 1.521 -1.250 -2.376
H 0.164 -2.078 -1.559
H 2.812 -2.095 -0.204
H 1.229 -2.245 0.475
H 1.318 -0.119 1.114
H 2.849 0.112 0.352
H 3.402 3.004 -1.777
H 3.716 1.791 -0.574
H 5.018 1.689 -2.691
H 4.197 1.132 -4.743
H 2.684 0.496 -4.145
H 2.997 2.262 -4.184
H -0.970 2.718 -3.413
H -2.097 1.024 -2.028
O 5.118 1.120 1.194
C 5.537 0.012 1.289
O 6.827 -0.309 1.525
C 6.899 -1.715 1.789
C 5.653 -2.234 1.102
O 4.781 -1.102 1.172
H 7.819 -2.128 1.384
H 6.878 -1.871 2.869
H 5.824 -2.480 0.053
H 5.205 -3.088 1.604
O 0.582 -4.674 4.039
C -0.132 -4.154 3.239
O -0.979 -3.139 3.504
C -1.518 -2.671 2.251
C -1.348 -3.883 1.356
O -0.215 -4.529 1.945
H -2.552 -2.364 2.374
H -0.926 -1.820 1.910
H -2.197 -4.563 1.396
H -1.143 -3.624 0.320
O -3.069 7.195 -5.816
C -2.407 6.955 -4.860
O -1.749 5.792 -4.653
C -0.888 5.958 -3.518
C -1.561 7.090 -2.772
O -2.210 7.806 -3.829
H -0.830 5.041 -2.948
H 0.111 6.220 -3.868
H -2.319 6.738 -2.070
H -0.862 7.736 -2.248
O -9.136 6.492 -6.516
C -8.129 6.916 -6.975
O -7.616 6.550 -8.176
C -6.532 7.431 -8.489
C -6.108 7.919 -7.120
O -7.332 7.831 -6.377
H -5.747 6.895 -9.015
H -6.907 8.236 -9.125
H -5.364 7.273 -6.657
H -5.738 8.940 -7.122
O -4.132 -4.939 2.953
C -3.638 -5.367 3.944
O -2.964 -6.535 4.026
C -2.291 -6.570 5.296
C -3.128 -5.621 6.121
O -3.651 -4.736 5.125
H -2.269 -7.582 5.689
H -1.269 -6.213 5.159
H -3.959 -6.118 6.624
H -2.547 -5.073 6.852
O -1.773 -5.030 9.026
C -0.737 -4.499 8.751
O -0.045 -4.664 7.576
C 0.958 -3.623 7.513
C 1.160 -3.300 8.976
O -0.101 -3.621 9.553
H 1.857 -3.985 7.022
H 0.554 -2.788 6.939
H 1.921 -3.930 9.439
H 1.397 -2.256 9.159

Molecular weight in g/mol: 769.1
Frontier orbital gap in eV: 8.41
Total energy in a.u.: -3170.90917
HOMO level in hartree: -0.3750

---

(5)
Here is C31H41HgN5O3Te as an isolated structure in a non-equilibrium geometry from the Open Molecules 2025 dataset. Energies are from the ωB97M-V functional and the def2-TZVPD basis.

Geometry (Å):
Hg 2.151 -3.914 -2.311
N 4.128 -3.507 -1.642
C 4.826 -2.472 -2.468
C 4.611 -1.111 -1.856
C 3.213 -0.582 -1.683
C 2.996 0.850 -2.157
N 2.947 0.936 -3.621
C 1.972 0.151 -4.321
N 0.752 0.027 -3.891
N 2.344 -0.418 -5.543
C 4.414 -2.637 -3.990
O 4.759 -1.728 -4.752
O 3.729 -3.677 -4.201
H 4.137 -3.133 -0.679
H 4.707 -4.351 -1.703
H 5.864 -2.618 -2.504
H 5.161 -0.416 -2.492
H 5.091 -1.128 -0.885
H 2.856 -0.631 -0.643
H 2.538 -1.347 -2.043
H 3.785 1.573 -1.934
H 2.071 1.239 -1.710
H 3.821 0.749 -4.038
H 0.726 0.678 -3.103
H 0.153 -3.571 -3.531
H 3.228 -0.974 -5.647
H 1.616 -0.935 -6.014
C 0.988 4.531 6.268
C 0.642 3.860 4.979
C 1.333 4.151 3.811
C 1.307 3.412 2.603
C 2.070 3.901 1.393
C 0.533 2.241 2.632
Te 0.196 1.207 0.774
N 0.289 -3.887 -2.698
C -0.739 -3.932 -1.680
O -0.408 -4.495 -0.652
C -1.998 -3.163 -1.899
C -3.095 -3.319 -1.136
C -4.176 -2.438 -1.161
C -3.995 -1.207 -1.765
C -2.839 -0.984 -2.505
C -1.853 -1.940 -2.561
C -1.910 0.686 0.956
C -2.165 -0.650 1.274
C -1.104 -1.751 1.217
C -3.500 -0.985 1.504
C -4.561 -0.052 1.519
C -5.909 -0.585 1.852
C -4.247 1.218 1.083
C -2.934 1.604 0.854
C -2.649 3.064 0.569
C -0.246 1.975 3.760
C -0.949 0.614 4.030
C -0.138 2.750 4.896
H -0.021 4.843 6.662
H 1.706 5.302 6.167
H 1.409 3.668 6.835
H 2.055 4.922 3.739
H 2.795 3.228 0.859
H 2.716 4.792 1.609
H 1.493 4.328 0.647
H -3.177 -4.293 -0.630
H -5.068 -2.779 -0.634
H -4.717 -0.424 -1.890
H -2.644 -0.017 -2.975
H -0.977 -1.766 -3.192
H -0.431 -1.504 0.464
H -1.513 -2.734 0.962
H -0.661 -1.736 2.175
H -3.848 -2.058 1.547
H -6.656 0.222 1.668
H -6.016 -0.827 2.942
H -6.298 -1.470 1.253
H -5.034 2.019 1.094
H -3.538 3.606 0.582
H -1.971 3.322 -0.189
H -2.135 3.462 1.532
H -0.420 -0.184 3.480
H -1.955 0.521 3.713
H -0.909 0.314 5.121
H -0.727 2.361 5.908

Molecular weight in g/mol: 859.9
Frontier orbital gap in eV: 7.48
Total energy in a.u.: -2126.71478
HOMO level in hartree: -0.2839